Entry from OMol25: C8H17NP as an isolated structure in a non-equilibrium geometry (ωB97M-V/def2-TZVPD).

The value obtained for the energy above the lowest of the compared OMol25 structures with the same formula, charge and spin is 15.3 kcal per mole. The orbital gap comes out at 10.72 eV. The spin multiplicity is 1. As for the charge: +1. As for the HOMO energy: -15.56 eV.

Structure (XYZ):
```
27
Properties=species:S:1:pos:R:3:forces:R:3:lowdin_charge:R:1
P 0.0583 0.1059 0.3468 -2.7 -1.7 1.9 1.09
N -0.3954 -2.0141 2.9943 -0.4 -2.1 2.7 0.08
C -2.6668 0.8695 -0.0495 -0.9 0.5 -0.9 -0.09
C -1.8512 -1.4543 -0.8471 -1.4 -0.7 -1.8 -0.12
C -1.5177 -0.0235 -0.6345 0.8 2.6 1.1 -0.54
C 1.4478 -0.4514 -0.5841 2.0 -0.6 1.0 -0.51
C 0.3494 1.6677 1.1260 -1.6 -0.8 1.9 -0.17
C -0.2751 -1.3124 2.1226 1.0 4.6 -5.8 -0.20
C 2.0433 0.7418 -1.4218 -2.2 2.0 2.5 -0.06
C 2.4300 -1.0206 0.5127 0.4 1.2 1.5 -0.11
H -1.0676 -2.1166 -1.3208 -0.6 0.9 0.6 0.09
H 3.3699 -1.5561 0.0820 -1.8 1.1 0.9 0.13
H -2.4785 1.9605 -0.2271 0.4 -0.9 0.8 0.09
H -3.6655 0.8398 -0.5978 1.4 -0.9 0.2 0.11
H -0.0048 2.5303 0.5932 0.5 0.3 -0.7 0.08
H -2.1219 -1.8644 0.1734 -0.3 0.1 -1.5 0.10
H -0.2854 1.6765 2.0511 0.4 -0.2 -0.7 0.10
H -2.9143 0.5959 0.9710 0.1 0.3 0.3 0.08
H 1.1759 -1.3494 -1.1631 -0.2 0.7 -0.2 0.13
H 1.7603 -1.6493 1.1479 1.3 -0.4 -0.6 0.02
H 1.1748 1.3989 -1.7927 1.5 -0.7 0.4 0.10
H -1.2025 0.6044 -1.4883 0.2 -0.9 -0.4 0.12
H 2.8303 1.3826 -0.8823 -1.4 -1.1 -0.6 0.13
H 1.3422 1.5982 1.4978 1.1 0.8 0.0 0.05
H -2.6891 -1.3124 -1.6805 1.2 -1.3 2.1 0.15
H 2.4592 0.2946 -2.2333 1.4 -1.0 -2.5 0.04
H 2.6945 -0.1422 1.3040 0.0 -2.0 -2.1 0.12
```
Positions in Å, forces in eV/Å.


Entry from OMol25: C8H17O3P2Pd as an isolated structure in a non-equilibrium geometry (ωB97M-V/def2-TZVPD).

The orbital gap (alpha / beta) comes out at 4.85 / 5.84 eV. The spin multiplicity is 5. As for the charge: +1. As for the HOMO energy (alpha / beta): -7.05 / -12.94 eV.

Structure (XYZ):
```
31
Properties=species:S:1:pos:R:3:forces:R:3:mulliken_spin:R:1
Pd -0.1090 -0.2402 0.2447 0.4 -0.2 1.5 1.70
P 1.6917 -1.5537 0.9427 0.6 -1.0 0.3 0.22
P -0.6363 1.1885 2.0239 -1.4 -0.3 0.5 0.42
O -0.8346 2.5175 1.2071 -1.1 0.8 -0.6 0.08
O 0.5522 1.3500 3.0683 -0.6 -0.4 -0.3 0.09
O -1.9799 1.1211 3.0101 1.0 0.2 0.1 0.05
C -2.1609 1.5032 4.4425 -0.6 0.1 -0.6 0.04
C -1.4089 0.6748 -1.6567 0.0 -0.7 0.3 0.16
C -0.1571 1.3212 -1.8239 -0.5 0.4 -1.1 0.27
C -1.2026 -0.7518 -1.6822 0.4 1.5 -0.7 0.31
C 0.2112 -0.9680 -1.9565 0.4 1.2 -0.4 0.14
C -2.2072 2.8239 0.6573 0.9 -0.7 0.4 0.06
C 0.8539 0.3180 -2.0166 -0.7 -1.4 -0.1 0.27
C 0.6332 0.2333 3.9906 0.2 -0.4 0.6 0.06
H 1.9061 0.5003 -2.2023 -0.2 -0.1 0.1 0.01
H -0.0852 -0.6028 3.8647 0.0 0.7 -0.5 -0.01
H -2.3792 1.1603 -1.5656 0.4 -0.2 0.0 0.00
H 1.6207 -0.1910 3.8174 0.1 0.1 0.7 -0.01
H 0.4255 0.6621 4.9770 0.7 -0.4 -0.1 0.00
H -2.6044 0.6506 4.9500 0.3 -0.3 -0.1 0.00
H 2.6756 -1.0322 1.8631 -0.5 -0.4 -0.5 0.03
H -2.5632 3.5930 1.3247 -0.5 0.2 -0.3 0.01
H -2.9330 2.2811 4.4954 0.4 0.0 -0.4 0.01
H -1.2786 1.8519 4.9860 0.1 -0.1 -0.6 0.00
H 2.5096 -2.2828 0.0043 -0.3 0.6 0.5 0.01
H -2.0925 3.1024 -0.3845 0.3 0.6 0.2 0.00
H -1.9611 -1.5115 -1.5874 0.0 0.0 -0.1 0.06
H 1.2563 -2.7028 1.6561 0.4 0.1 0.2 0.05
H -2.8267 1.9195 0.6426 0.1 0.3 0.5 0.00
H 0.0108 2.4017 -1.8493 -0.1 -0.5 0.1 -0.01
H 0.6805 -1.9306 -2.1133 0.0 0.1 0.0 -0.02
```
Positions in Å, forces in eV/Å.


Entry from OMol25: C8H17OP in the gas phase in a non-equilibrium geometry (ωB97M-V/def2-TZVPD).

The value obtained for the energy above the lowest of the compared OMol25 structures with the same formula, charge and spin is 4.8 kcal per mole. The orbital gap (alpha / beta) comes out at 4.85 / 6.77 eV. The spin multiplicity is 3. As for the HOMO energy (alpha / beta): -4.04 / -9.23 eV.

Structure (XYZ):
```
27
Properties=species:S:1:pos:R:3:forces:R:3:mulliken_spin:R:1
P 0.0548 -2.0946 0.9780 -2.4 1.5 -0.8 1.53
O -0.5512 -2.4043 2.4894 0.9 -2.1 1.7 0.05
C -0.2922 0.7934 -1.0186 0.3 -1.9 -0.9 -0.06
C 1.0697 1.9025 0.6138 0.8 1.0 0.9 -0.05
C 1.9829 -0.2262 -0.5885 1.7 -0.1 2.0 0.11
C 0.7783 0.5151 0.0029 -1.0 0.6 1.6 0.21
C -1.6017 -2.1996 0.0086 1.8 1.2 -1.8 0.11
C -1.2279 1.9482 -0.7727 1.8 0.0 -2.9 0.01
C -0.2777 -0.0092 -2.0996 -1.7 2.4 -0.3 0.01
C 0.1705 -0.2767 1.2444 2.2 -0.3 -1.3 0.10
H 0.2542 2.2737 1.3608 1.3 -0.6 -1.6 0.00
H 1.8171 -1.3378 -0.4483 0.2 0.9 -0.3 0.00
H 0.4122 -0.8467 -2.1711 -0.4 0.3 -0.5 -0.02
H 2.0149 1.9294 1.1852 -0.3 -0.3 -0.1 -0.01
H 0.7559 -0.1341 2.1344 0.6 0.3 0.3 -0.03
H -1.5923 1.9233 0.1774 -1.2 -0.1 2.7 0.00
H -0.7813 0.1221 1.4939 -1.2 0.0 0.1 0.02
H -2.0473 1.9978 -1.4768 -0.1 -0.1 -0.2 0.00
H -0.0804 -3.2034 2.9917 -1.0 1.7 -1.2 0.02
H -2.2622 -1.3337 0.1817 0.3 -0.5 1.0 0.02
H -1.4788 -2.0520 -1.1063 0.2 -0.9 1.2 0.00
H -0.5911 2.8386 -0.8576 -0.7 0.1 -0.1 0.00
H -1.9107 -3.1479 0.3185 -1.4 -1.2 0.0 -0.02
H 2.2563 -0.0537 -1.6471 -0.3 0.3 0.8 -0.01
H -0.9669 0.3978 -2.8996 0.8 -1.5 0.5 0.00
H 1.2363 2.6257 -0.2105 -0.2 -0.1 0.6 0.00
H 2.8586 0.0524 0.1159 -1.0 -0.6 -1.3 0.01
```
Positions in Å, forces in eV/Å.


Entry from OMol25: C8H17P2Pm as an isolated structure in a non-equilibrium geometry (ωB97M-V/def2-TZVPD).

The orbital gap (alpha / beta) comes out at 4.65 / 4.75 eV. The spin multiplicity is 5. As for the HOMO energy (alpha / beta): -4.96 / -5.07 eV.

Structure (XYZ):
```
28
Properties=species:S:1:pos:R:3:forces:R:3:mulliken_spin:R:1
Pm 0.9787 -0.1559 -0.0383 2.0 -3.8 -0.7 4.16
P -1.3153 0.4025 1.3070 -0.8 1.1 1.2 0.02
P 1.5958 2.5093 -0.0408 0.2 1.0 -0.7 0.00
C 3.1820 -1.5028 -1.9851 0.7 -0.8 -0.6 0.02
C -2.2320 -1.2018 1.2293 -0.3 0.3 -0.4 0.00
C -1.8398 1.8339 0.2028 -0.3 -0.9 -0.3 0.00
C 2.4086 -2.7004 -2.1098 -0.7 0.5 0.3 -0.05
C 0.2267 -1.8311 -1.2620 -0.3 2.7 0.7 -0.11
C -2.1585 1.1039 2.7222 -0.2 0.1 0.7 0.00
C 2.8117 -0.2801 -1.5179 -1.3 1.9 1.6 -0.09
C 1.0284 -2.8005 -1.7741 0.2 -0.9 -0.7 0.04
H -1.6372 1.6433 -0.8562 -0.1 0.2 0.0 0.00
H 1.8092 3.0546 1.2502 0.0 0.4 -0.4 0.00
H 3.5128 0.5723 -1.3842 0.4 -0.8 -0.8 0.00
H -2.9049 2.0232 0.3718 0.1 0.0 -0.3 0.00
H 0.5037 -3.7322 -1.9949 0.5 -0.4 -0.2 0.00
H 4.2112 -1.5694 -2.3646 -0.1 -0.4 0.0 0.00
H -2.3189 -1.6044 0.2151 0.0 0.1 0.3 0.00
H 2.7320 2.8708 -0.8058 -0.3 0.4 0.3 0.00
H -1.6614 -1.9212 1.8420 -0.1 0.3 -0.3 0.00
H -1.8161 2.1267 2.8769 0.0 -0.1 0.2 0.00
H -1.9223 0.4877 3.5846 -0.2 0.1 0.3 0.00
H -3.2363 1.1030 2.5332 0.1 0.1 0.2 0.00
H -1.2714 2.7206 0.5333 -0.2 -0.5 0.0 0.00
H -0.8583 -1.7949 -1.0545 0.1 -1.0 -0.7 0.00
H 2.8725 -3.5674 -2.5770 0.0 0.2 0.2 0.00
H 0.5161 3.2665 -0.5836 0.7 0.4 0.3 0.00
H -3.2170 -1.0559 1.6803 0.0 -0.2 -0.1 0.00
```
Positions in Å, forces in eV/Å.


Entry from OMol25: C8H18AlF3O4 as an isolated structure in a non-equilibrium geometry (ωB97M-V/def2-TZVPD).

The value obtained for the energy above the lowest of the compared OMol25 structures with the same formula, charge and spin is 132.4 kcal per mole. The orbital gap comes out at 2.73 eV. The spin multiplicity is 1. As for the charge: +2. As for the HOMO energy: -16.36 eV.

Structure (XYZ):
```
34
Properties=species:S:1:pos:R:3:forces:R:3:lowdin_charge:R:1
Al -1.8952 -0.5271 -1.9547 0.5 0.9 0.6 1.22
F 3.5240 -2.0960 1.3727 0.2 -1.3 -0.5 0.22
F 1.6788 -1.1079 1.8148 -0.3 -0.9 -0.7 0.15
F 3.0548 -0.2454 0.4592 -0.2 -0.3 -1.1 0.17
O -3.2461 1.7275 -0.6024 -0.2 -2.3 -0.6 -0.13
O -0.2482 1.6970 -1.1877 -0.9 -0.6 0.5 -0.16
O 0.7816 -1.4171 -1.0317 1.5 -0.4 1.2 0.01
O 1.2496 -3.3608 -0.0418 -1.1 0.8 0.8 0.07
C -3.4662 3.0731 -0.7622 -0.1 2.5 0.7 -0.31
C 1.9366 -4.4174 0.5610 0.4 -2.7 -1.4 -0.17
C 1.3397 -5.8459 0.3305 -0.6 1.9 0.0 0.00
C 1.8523 -2.0847 -0.3647 -1.8 -1.0 -1.4 -0.23
C 2.5406 -1.4395 0.8115 -0.4 3.3 2.6 -0.57
C -3.9271 3.6898 0.5522 1.6 0.9 1.3 -0.05
C 1.2282 3.3437 -0.1489 -0.2 -1.7 0.2 -0.03
C 0.2765 2.1032 0.1063 0.9 1.6 -0.1 -0.21
H 1.9486 3.0208 -0.9005 0.0 0.3 -0.4 0.08
H -0.5054 2.4365 0.7888 -0.6 -0.3 -0.5 0.11
H 0.3767 1.9793 -1.8596 0.3 0.1 -0.2 0.10
H 2.5655 -2.2962 -1.1614 0.7 0.0 -0.1 0.20
H 0.6478 4.2129 -0.4584 0.1 -0.1 -0.1 0.09
H -4.5537 3.1851 1.2876 -0.9 -0.4 -0.9 0.10
H 2.1222 -6.5789 0.5264 -0.2 0.0 -0.2 0.10
H 0.7190 1.2229 0.5723 0.5 0.2 0.0 0.10
H 2.9182 -4.5340 0.1016 0.8 0.4 0.2 0.16
H -3.0493 3.7652 1.1940 0.5 0.4 0.0 0.08
H -4.3020 3.3877 -1.3872 0.3 -0.7 -1.1 0.13
H 1.8646 3.6016 0.6976 -0.4 -0.1 0.3 0.09
H 0.9242 -5.8711 -0.6769 0.4 -0.4 -0.2 0.09
H -4.1523 1.4296 -0.4947 -0.2 -1.0 0.4 0.11
H -4.2481 4.7056 0.3216 -0.3 -0.1 0.3 0.10
H -2.5165 3.5152 -1.0634 -0.3 0.2 -0.2 0.12
H 0.4720 -6.0121 0.9689 0.1 -0.1 0.3 0.09
H 2.0887 -4.2628 1.6292 0.1 0.8 0.4 0.17
```
Positions in Å, forces in eV/Å.


Entry from OMol25: C8H18CdFNO2S as an isolated structure in a non-equilibrium geometry (ωB97M-V/def2-TZVPD).

The orbital gap comes out at 8.22 eV. The spin multiplicity is 1. As for the charge: +2. As for the HOMO energy: -18.52 eV.

Structure (XYZ):
```
32
Properties=species:S:1:pos:R:3:forces:R:3:lowdin_charge:R:1
Cd 0.5314 -1.0605 1.1887 0.7 -0.6 1.4 1.55
S -2.2158 -0.4090 2.0066 0.0 0.3 0.0 0.66
F -2.2347 -1.8989 1.4728 0.0 0.1 0.0 -0.15
O -3.3509 -0.1859 2.7855 0.1 0.0 -0.1 -0.10
O -0.8744 -0.3889 2.6336 -0.2 -0.1 -0.5 -0.36
N -2.1607 0.4762 0.6664 -0.2 -0.5 -0.1 -0.23
C 0.1099 1.3979 0.1109 -0.3 -0.2 -0.2 -0.19
C 4.3949 -1.3079 -0.0983 0.0 0.0 0.0 -0.06
C 3.7007 -0.0952 -0.7397 0.0 -0.1 0.0 -0.21
C 2.1812 -0.0720 -0.5764 -0.7 0.2 -0.1 -0.25
C -0.9950 0.3539 -0.2345 0.2 0.4 0.4 -0.23
C -3.4961 0.6712 -0.0239 -0.1 0.3 0.0 -0.18
C 1.4733 1.2919 -0.6051 0.1 0.0 0.0 -0.17
C -4.0009 -0.5447 -0.7746 -0.1 0.0 0.0 -0.05
H 3.8699 -0.1175 -1.8208 0.0 0.2 0.1 0.14
H 2.1259 2.0203 -0.1188 0.0 0.0 -0.1 0.14
H -4.1933 1.0070 0.7420 0.0 -0.1 0.0 0.13
H 2.0748 -0.5060 0.5215 1.0 0.2 -0.2 0.04
H -3.3526 -0.8268 -1.6082 0.0 0.0 0.1 0.09
H 1.3888 1.6056 -1.6493 0.0 -0.1 0.0 0.15
H 3.7428 -1.8202 0.6231 0.1 0.1 0.0 0.06
H -4.9754 -0.2958 -1.1982 0.1 0.0 0.0 0.11
H 4.1055 0.8426 -0.3571 -0.1 -0.1 0.0 0.13
H -0.3600 2.3494 -0.1482 0.2 0.1 0.2 0.15
H 5.2875 -1.0005 0.4434 0.0 0.0 0.0 0.09
H 4.6948 -2.0490 -0.8374 0.0 0.0 0.0 0.09
H 0.2630 1.4489 1.2018 0.0 0.0 -0.1 0.11
H -1.3249 0.5105 -1.2620 -0.1 -0.2 0.0 0.15
H 1.7092 -0.7810 -1.2683 0.1 -0.1 0.2 0.13
H -0.6457 -0.7281 -0.2643 -0.7 0.2 -0.8 0.07
H -4.1503 -1.4085 -0.1243 0.0 0.1 0.0 0.08
H -3.3235 1.5211 -0.6867 0.0 0.0 0.0 0.14
```
Positions in Å, forces in eV/Å.


Ordered E_tot results: -710.75774, -1350.83867, -731.38188, -1605.76392, -1157.65892, -1185.90303; unit hartree.